Below is the molecule C5H7NO, with properties calculated with ωB97M-V with the def2-TZVPD basis set.

The value obtained for the molecular weight is 97.12 g mol⁻¹. The net charge is 0. Its relative energy (zero: lowest compared OMol25 entry of this formula, charge and spin) is 150.5 kJ/mol. Its highest occupied orbital energy is -9.05 eV. The SMILES is CC=C=NC(C)=O. As for the energy: -324.66715 Eh.

Element x y z (Å)
C  -0.52  -0.53  -2.41
C  -0.37  -1.14  -1.04
C  0.60  -0.77  -0.24
N  1.42  -0.27  0.53
C  0.90  0.93  1.13
C  0.05  0.71  2.35
O  1.16  2.01  0.66
H  0.15  0.32  -2.53
H  -0.32  -1.26  -3.20
H  -1.54  -0.15  -2.55
H  -1.08  -1.87  -0.67
H  -0.71  1.49  2.39
H  0.69  0.80  3.23
H  -0.42  -0.28  2.35

From a natural (NBO) analysis of the wavefunction, the atomic charges in e read: -0.6129, -0.3947, 0.4200, -0.4810, 0.6986, -0.7270, -0.5275, 0.2257, 0.2167, 0.2193, 0.2422, 0.2439, 0.2498, 0.2269

***

Below is a structure of composition C5H7NO, with properties calculated with ωB97M-V with the def2-TZVPD basis set.

The value obtained for the molecular weight is 97.12 g mol⁻¹. The net charge is 0. Its relative energy (zero: lowest compared OMol25 entry of this formula, charge and spin) is 462.4 kJ/mol. Its highest occupied orbital energy is -9.43 eV. As for the energy: -324.54834 Eh.

Element x y z (Å)
O  2.11  -0.68  -0.89
C  1.35  -0.52  0.03
C  0.38  0.62  0.08
C  -1.10  0.42  -0.02
C  -1.54  -0.83  0.70
C  -0.90  -0.40  1.79
N  -0.48  0.90  1.24
H  1.42  0.56  -2.74
H  1.37  -1.21  0.90
H  0.76  1.52  -0.40
H  -1.72  1.09  -0.61
H  1.08  0.99  -3.24
H  -2.10  -1.71  0.40
H  -0.64  -0.77  2.77

From a natural (NBO) analysis of the wavefunction, the atomic charges in e read: -0.5062, 0.4198, -0.1701, -0.0864, -0.2626, -0.0427, -0.3773, 0.0198, 0.1274, 0.2434, 0.2251, -0.0282, 0.2262, 0.2120

***

Below is a cluster of 2 separate species, C5H7NO in total, with properties calculated with ωB97M-V with the def2-TZVPD basis set.

The value obtained for the molecular weight is 97.12 g mol⁻¹. The net charge is 0. Its relative energy (zero: lowest compared OMol25 entry of this formula, charge and spin) is 181.9 kJ/mol. Its highest occupied orbital energy is -9.40 eV. As for the energy: -324.65519 Eh.

Element x y z (Å)
C  -1.76  0.74  -0.55
C  -0.60  0.05  0.11
C  0.45  0.87  0.74
N  1.58  0.36  1.05
C  2.18  -1.03  -0.88
O  2.94  -1.78  -0.48
C  -0.41  -1.28  0.02
H  -1.83  0.47  -1.61
H  -1.69  1.83  -0.48
H  -2.71  0.45  -0.07
H  0.26  1.95  0.82
H  2.26  1.05  1.35
H  0.35  -1.78  0.61
H  -1.02  -1.89  -0.64

From a natural (NBO) analysis of the wavefunction, the atomic charges in e read: -0.6405, -0.0932, 0.1156, -0.6234, 0.5114, -0.5343, -0.3219, 0.2262, 0.2115, 0.2246, 0.1570, 0.3501, 0.2177, 0.1991

***

Below is the molecule C5H7NO, with properties calculated with ωB97M-V with the def2-TZVPD basis set.

The value obtained for the molecular weight is 97.12 g mol⁻¹. The net charge is 0. Its relative energy (zero: lowest compared OMol25 entry of this formula, charge and spin) is 169.6 kJ/mol. Its highest occupied orbital energy is -9.50 eV. The SMILES is O=C1CC=CCN1. As for the energy: -324.65988 Eh.

Element x y z (Å)
O  0.40  1.37  1.42
C  0.62  1.00  0.28
C  1.53  -0.13  -0.10
C  0.56  -1.30  0.01
C  -0.75  -1.11  -0.15
C  -1.35  0.26  -0.22
N  -0.36  1.26  -0.73
H  2.36  -0.24  0.60
H  1.91  0.00  -1.12
H  0.94  -2.24  0.41
H  -1.46  -1.93  -0.01
H  -1.33  0.61  0.89
H  -2.28  0.30  -0.81
H  -0.78  2.15  -0.47

From a natural (NBO) analysis of the wavefunction, the atomic charges in e read: -0.5735, 0.7122, -0.5431, -0.1726, -0.1961, -0.2939, -0.6654, 0.2372, 0.2416, 0.2163, 0.2182, 0.2295, 0.2201, 0.3696

***

Below is the molecule C5H7NO, with properties calculated with ωB97M-V with the def2-TZVPD basis set.

The value obtained for the molecular weight is 97.12 g mol⁻¹. The net charge is 0. Its relative energy (zero: lowest compared OMol25 entry of this formula, charge and spin) is 323.5 kJ/mol. Its highest occupied orbital energy is -9.38 eV. The SMILES is OCC#C[C@H]1CN1. As for the energy: -324.60125 Eh.

Element x y z (Å)
O  2.93  -0.89  1.08
C  2.53  -0.47  -0.21
C  1.14  0.00  -0.22
C  0.00  0.38  -0.06
C  -1.36  0.80  0.22
C  -2.47  0.33  -0.68
N  -2.33  -0.23  0.66
H  2.60  -0.23  1.70
H  3.18  0.32  -0.61
H  2.64  -1.34  -0.87
H  -1.47  1.76  0.72
H  -2.19  -0.27  -1.54
H  -3.33  0.98  -0.81
H  -1.88  -1.14  0.62

From a natural (NBO) analysis of the wavefunction, the atomic charges in e read: -0.6952, -0.1341, -0.0363, -0.0317, -0.1647, -0.2354, -0.5559, 0.4705, 0.1883, 0.2075, 0.2244, 0.2019, 0.2026, 0.3583

***

Below is the molecule C5H7NO, with properties calculated with ωB97M-V with the def2-TZVPD basis set.

The value obtained for the molecular weight is 97.12 g mol⁻¹. The net charge is 0. Its relative energy (zero: lowest compared OMol25 entry of this formula, charge and spin) is 188.1 kJ/mol. Its highest occupied orbital energy is -9.40 eV. The SMILES is [H]/N=C(/C=C)OC=C. As for the energy: -324.65284 Eh.

Element x y z (Å)
H  -0.31  1.91  -1.28
N  0.06  1.81  -0.33
C  0.72  0.73  -0.21
C  1.36  0.36  1.06
C  2.10  -0.74  1.21
O  0.95  -0.15  -1.25
C  -0.11  -0.89  -1.72
C  -1.36  -0.90  -1.26
H  1.18  1.06  1.87
H  2.27  -1.42  0.38
H  2.55  -0.98  2.16
H  0.22  -1.50  -2.55
H  -1.70  -0.28  -0.44
H  -2.07  -1.57  -1.73

From a natural (NBO) analysis of the wavefunction, the atomic charges in e read: 0.3510, -0.6287, 0.5195, -0.2802, -0.3231, -0.5249, 0.1428, -0.5283, 0.2278, 0.2088, 0.2046, 0.1942, 0.2168, 0.2198